Here is a 9-piece molecular cluster, C22H62O9 overall at a distorted geometry from the Open Molecules 2025 dataset. Energies are from the ωB97M-V functional and the def2-TZVPD basis.

ΔE to the lowest compared entry with this formula, charge and spin: 1.423 eV
HOMO level: -9.47 eV
spin multiplicity: 1
SMILES: CC(C)O.CC(C)O.CC(C)O.CC(C)O.CCO.CCO.CCO.CCO.CCO
LUMO level: 0.3446 eV
Kohn-Sham gap: 9.812 eV
DFT total energy: -1552.46991 Eh

Positions of all 93 atoms, in Å:
C  4.337  -2.092  1.187
C  4.399  -2.769  -0.187
C  5.798  -2.846  -0.812
O  3.840  -4.094  -0.055
H  4.437  -1.012  1.087
H  5.209  -2.323  1.799
H  3.453  -2.293  1.792
H  3.722  -2.235  -0.854
H  5.741  -3.405  -1.746
H  6.456  -3.346  -0.101
H  6.112  -1.816  -0.980
H  4.323  -4.563  0.630
C  -5.325  0.716  -0.008
C  -3.967  0.014  0.303
C  -3.460  -0.603  -1.001
O  -3.011  0.914  0.783
H  -5.719  1.261  0.850
H  -6.060  0.008  -0.390
H  -5.094  1.470  -0.760
H  -4.088  -0.717  1.102
H  -4.227  -1.251  -1.424
H  -2.577  -1.235  -0.902
H  -3.241  0.172  -1.736
H  -3.249  1.135  1.687
C  -1.754  -1.555  3.118
C  -2.056  -3.060  3.231
C  -3.023  -3.337  4.395
O  -2.765  -3.404  2.041
H  -2.642  -0.930  3.021
H  -1.107  -1.371  2.261
H  -1.318  -1.157  4.034
H  -1.065  -3.510  3.286
H  -3.874  -2.656  4.410
H  -2.423  -3.098  5.272
H  -3.420  -4.350  4.460
H  -3.008  -4.332  2.076
C  -1.274  4.936  -0.579
C  -1.589  4.257  -1.864
C  -2.816  3.353  -1.750
O  -1.770  5.198  -2.865
H  -0.415  5.606  -0.609
H  -1.034  4.170  0.158
H  -2.063  5.536  -0.126
H  -0.709  3.638  -2.043
H  -2.706  2.527  -2.453
H  -3.725  3.943  -1.860
H  -2.768  2.862  -0.778
H  -2.551  5.732  -2.699
C  1.641  0.447  -4.544
C  0.596  1.497  -4.680
O  0.895  2.316  -5.815
H  2.606  0.887  -4.291
H  1.729  -0.232  -5.392
H  1.392  -0.159  -3.673
H  0.598  2.139  -3.799
H  -0.419  1.139  -4.857
H  0.134  2.682  -6.272
C  1.487  -0.372  0.037
C  0.026  -0.006  -0.384
O  -0.363  1.341  -0.180
H  2.256  0.256  -0.413
H  1.836  -1.368  -0.236
H  1.582  -0.398  1.122
H  -0.716  -0.642  0.099
H  -0.164  -0.202  -1.439
H  -1.313  1.418  -0.295
C  0.408  2.363  4.389
C  0.152  1.642  3.086
O  1.159  2.024  2.133
H  -0.114  1.862  5.204
H  0.130  3.415  4.327
H  1.487  2.370  4.537
H  -0.851  1.792  2.686
H  0.360  0.591  3.287
H  0.756  1.861  1.277
C  4.492  2.471  -1.455
C  3.475  2.895  -0.401
O  3.696  2.143  0.757
H  4.298  2.990  -2.394
H  4.386  1.414  -1.697
H  5.508  2.723  -1.148
H  2.427  2.726  -0.652
H  3.557  3.945  -0.119
H  2.916  2.150  1.317
C  -0.022  -4.160  -0.423
C  -1.289  -4.958  -0.699
O  -2.377  -4.114  -0.782
H  0.100  -3.318  -1.104
H  0.800  -4.828  -0.681
H  0.151  -3.836  0.604
H  -1.541  -5.671  0.086
H  -1.259  -5.508  -1.639
H  -2.541  -3.813  0.115

Partial charges, Mulliken, in e: atom 1 (C): -1.29, atom 2 (C): 0.78, atom 3 (C): -1.43, atom 4 (O): -0.54, atom 5 (H): 0.29, atom 6 (H): 0.46, atom 7 (H): 0.31, atom 8 (H): 0.15, atom 9 (H): 0.34, atom 10 (H): 0.37, atom 11 (H): 0.34, atom 12 (H): 0.31, atom 13 (C): -1.47, atom 14 (C): 0.73, atom 15 (C): -0.88, atom 16 (O): -0.48, atom 17 (H): 0.40, atom 18 (H): 0.41, atom 19 (H): 0.26, atom 20 (H): 0.24, atom 21 (H): 0.54, atom 22 (H): -0.06, atom 23 (H): 0.03, atom 24 (H): 0.23, atom 25 (C): -0.78, atom 26 (C): 0.43, atom 27 (C): -1.42, atom 28 (O): -0.51, atom 29 (H): 0.12, atom 30 (H): -0.21, atom 31 (H): 0.56, atom 32 (H): 0.24, atom 33 (H): 0.34, atom 34 (H): 0.40, atom 35 (H): 0.40, atom 36 (H): 0.31, atom 37 (C): -1.26, atom 38 (C): 1.10, atom 39 (C): -0.68, atom 40 (O): -0.60, atom 41 (H): 0.38, atom 42 (H): 0.12, atom 43 (H): 0.34, atom 44 (H): -0.32, atom 45 (H): 0.12, atom 46 (H): 0.54, atom 47 (H): -0.09, atom 48 (H): 0.38, atom 49 (C): -0.91, atom 50 (C): 0.20, atom 51 (O): -0.58, atom 52 (H): 0.26, atom 53 (H): 0.35, atom 54 (H): 0.13, atom 55 (H): -0.04, atom 56 (H): 0.31, atom 57 (H): 0.30, atom 58 (C): -0.37, atom 59 (C): 0.57, atom 60 (O): 0.28, atom 61 (H): -0.09, atom 62 (H): -0.16, atom 63 (H): 0.31, atom 64 (H): -0.41, atom 65 (H): 0.38, atom 66 (H): -0.40, atom 67 (C): -1.47, atom 68 (C): 0.66, atom 69 (O): -0.59, atom 70 (H): 0.38, atom 71 (H): 0.34, atom 72 (H): 0.34, atom 73 (H): -0.09, atom 74 (H): 0.05, atom 75 (H): 0.06, atom 76 (C): -1.14, atom 77 (C): 0.25, atom 78 (O): -0.53, atom 79 (H): 0.35, atom 80 (H): 0.18, atom 81 (H): 0.33, atom 82 (H): -0.12, atom 83 (H): 0.37, atom 84 (H): 0.47, atom 85 (C): -0.52, atom 86 (C): -0.56, atom 87 (O): -0.49, atom 88 (H): 0.06, atom 89 (H): 0.42, atom 90 (H): 0.17, atom 91 (H): 0.27, atom 92 (H): 0.32, atom 93 (H): 0.38